This record from the OMol25 dataset describes a 12-piece molecular cluster, C22H68N4O22 overall. The level of theory is ωB97M-V/def2-TZVPD.

```
116
Properties=species:S:1:pos:R:3:forces:R:3:mulliken_charge:R:1
H -5.6013 3.1749 -0.8952 0.48 0.47 0.09 0.326
H -2.0242 -4.7528 0.0671 0.55 -0.10 0.05 0.318
N 1.0238 0.0305 -3.1941 0.00 -3.83 1.98 -0.157
O -3.0988 -2.7966 1.2182 0.76 -2.79 0.01 -0.715
O 2.7463 1.4391 -3.6952 -1.07 -0.30 0.42 -0.754
H 0.0208 -0.0784 -3.2404 0.29 -0.49 0.37 0.147
H 2.9132 -6.7842 0.6606 -0.22 0.06 0.00 0.366
H 2.8308 -0.6148 -1.1136 -0.23 -0.24 0.51 -0.064
H -2.1358 -0.6107 1.9268 -0.01 -0.50 0.05 -0.201
H 4.2772 -2.9571 -0.5060 -0.62 0.51 0.06 -0.003
H -3.0106 2.0006 -3.6536 0.31 0.24 -0.21 0.252
C -4.3980 2.6460 0.9449 -2.46 2.04 -0.82 0.020
C 4.0306 -1.6018 -2.3591 0.19 0.38 3.02 -0.501
H 2.6069 -6.2514 -1.0465 1.15 0.36 0.16 0.252
H -3.4304 -0.4900 -2.0051 -0.02 -0.15 0.19 0.365
C -3.7863 0.3977 -2.5279 0.63 0.24 -0.24 -0.410
O -3.2967 2.2713 0.2363 1.06 -1.60 -1.33 -0.029
H 2.6154 -0.8165 4.0434 -0.56 0.26 0.04 0.249
H -4.4601 -0.7299 -4.0037 -0.07 -0.18 0.10 0.395
C -5.7569 2.7781 0.1080 1.59 -0.32 0.84 -0.936
H 0.6632 1.6035 3.2523 0.81 -0.14 0.07 -0.030
H 6.2978 -1.7564 -1.2231 -0.02 0.13 0.07 0.354
O -1.7799 0.3510 -3.9395 -0.35 -0.60 -0.34 -0.565
O 1.0195 -6.9529 -0.1739 -0.01 -1.21 1.12 -0.665
H 4.1578 -2.3578 2.3943 0.22 -0.42 0.47 0.262
H -0.5214 -1.1617 0.4523 -0.11 -0.58 -0.94 -0.349
H -3.4673 -5.4714 -1.8646 0.75 -0.59 0.00 0.312
H -0.9975 6.2111 2.5533 0.14 0.33 -0.16 0.341
H -4.1673 3.6866 1.1729 -0.64 0.18 1.08 0.019
O -1.3920 4.2124 0.8230 -0.16 -0.01 1.33 -0.546
H 4.4024 -3.6583 -2.0825 0.69 -0.48 -0.01 0.381
C -2.9686 -4.5030 -1.8240 0.52 0.87 0.62 -0.497
H -0.4164 1.1162 1.0929 -0.57 -0.53 -0.09 -0.028
H 0.2272 4.0885 2.1378 0.22 0.36 -0.28 0.357
O -2.6780 5.2848 3.2303 -0.19 -0.12 -0.04 -0.561
C 0.5078 -0.8048 0.4906 -0.80 1.35 0.78 0.421
H 4.2218 3.5326 -0.2814 -0.70 0.23 0.51 0.286
H 1.5052 -2.2470 -0.4567 -0.13 -0.98 0.17 0.057
H 0.9483 2.6267 -4.6598 -0.16 0.06 0.17 0.280
H 1.7816 2.0664 0.2403 0.08 0.17 0.00 -0.451
H 5.6351 -0.1949 2.1065 0.18 -0.15 0.56 0.523
O 1.2451 0.7672 5.1678 0.28 -0.26 -0.49 -0.585
C -3.6100 -1.7133 1.0761 3.83 -1.53 1.45 0.541
C 4.0385 -1.4221 2.9405 -0.02 -1.03 -0.68 -0.684
H 1.6303 -0.5320 -2.6146 -0.60 -0.14 -0.11 -0.344
H -3.0216 5.5021 2.3606 -0.47 0.01 -0.02 0.301
H -0.3956 -5.0003 -2.3032 -0.37 0.15 -0.42 0.204
H -3.3253 0.2970 1.1437 0.06 -0.20 -0.21 0.046
C -2.5785 1.1508 -3.1249 -1.55 0.60 2.01 0.196
C -1.7089 -4.4260 -0.9238 -1.29 -0.32 -0.07 0.648
H -2.0089 1.4773 -2.2549 0.28 0.29 -0.16 0.004
H 0.6458 -4.2717 -1.0511 -0.11 -0.47 0.46 0.162
O 1.4241 -1.2912 -0.4951 -1.11 1.37 0.74 0.438
H -4.3264 1.0339 -1.8267 0.28 0.00 0.04 -0.081
C -1.2788 5.2727 3.0313 -0.34 2.05 0.07 -0.834
O 1.4597 -3.9402 -0.6649 1.17 -0.10 0.40 -0.305
N 0.6319 1.8926 -4.0425 -5.42 6.61 -3.66 -0.149
H 0.0253 0.9374 -0.6190 0.35 0.57 -0.18 0.103
C 1.5285 1.1443 -3.6200 6.87 -1.59 0.41 0.810
H -7.1424 1.5610 -0.5198 -0.04 -0.02 -0.06 0.287
C 4.7019 -2.7898 -1.4958 -1.84 1.07 -1.44 -0.208
H -2.6320 2.9264 0.4614 0.84 0.10 -0.30 0.139
H 4.5440 -0.6829 0.9320 -0.69 -0.13 -0.19 -0.400
H -1.2314 -3.4496 -0.8420 -0.83 0.41 -0.02 -0.516
H 2.8150 -4.2656 0.7913 0.44 -0.19 -0.38 0.177
C 2.3895 3.8163 -1.5588 1.20 -1.27 0.08 0.736
H -3.8073 -3.9306 -1.4276 0.47 0.86 -0.01 0.176
H -1.3750 0.3091 5.1651 0.53 0.67 0.77 0.408
C -0.8596 4.1644 2.1711 1.37 -1.42 0.08 0.744
H 0.7410 -1.0424 1.5285 0.94 -0.15 -0.14 0.128
H -5.1319 -0.5728 0.8214 -0.76 -0.41 -0.62 0.105
H -0.3100 1.5632 -4.1985 0.25 0.07 -0.04 0.165
H -4.5439 2.0167 1.8228 -0.36 0.12 0.24 0.391
H 3.0859 0.7018 1.7184 -0.69 0.62 -0.02 0.102
H 3.1214 -1.9870 -2.8206 0.10 -0.06 -0.28 0.273
O 4.3933 5.2722 -1.4490 -0.17 -1.06 -0.10 -0.574
O 6.0740 -2.6806 -1.3550 1.08 -0.11 -0.30 -0.631
H -1.8044 1.2888 3.8475 0.33 0.19 -0.62 0.221
O -0.6760 -5.2801 -1.4287 -0.35 -0.72 -0.15 -0.634
H 2.1060 2.7645 -1.5223 0.39 -0.27 -0.65 -0.783
H 4.7550 -1.2267 -3.0821 -0.16 -0.23 -0.15 0.502
C 1.9421 -4.7922 0.4054 0.56 0.28 0.12 -0.159
O -2.5788 -4.0701 -3.1333 -0.45 -0.59 0.20 -0.561
H 4.6019 -1.4281 3.8736 0.08 -0.09 -0.02 0.413
H 4.1414 5.7825 -0.6758 0.06 -0.05 0.11 0.315
O -0.7722 -0.4682 3.4582 -0.42 0.14 -0.83 -0.668
N -4.7440 -1.4778 0.5964 -6.42 0.35 -2.71 -0.207
H -0.8105 5.3337 4.0137 0.14 -0.65 -0.03 0.389
O -6.3156 1.5063 -0.0350 -0.32 -1.14 0.23 -0.493
O -4.7219 0.0637 -3.5311 -0.34 -0.12 -0.49 -0.591
H 1.2748 -4.7049 1.2628 -0.50 -0.58 -0.11 0.274
H 0.1219 2.4342 4.7414 0.33 0.43 -0.03 0.423
H -0.6364 4.3221 0.2411 0.23 -0.13 -0.33 0.145
N -2.9891 -0.6239 1.3867 2.94 4.51 1.67 0.163
O 1.6068 4.3140 -0.5325 -1.62 1.05 2.15 -0.442
H 0.4050 -6.4284 -0.6925 -0.09 0.14 -0.04 0.507
H -2.4287 -0.2604 -4.2957 0.46 -0.45 -0.70 0.270
C 0.3862 1.4739 4.2985 -2.80 0.11 0.77 -0.019
H -5.2695 -2.2813 0.2829 -0.38 0.55 0.17 0.247
C 2.2417 -6.2603 -0.0196 -1.45 1.52 -1.00 -0.577
O 1.5308 1.3552 0.8343 0.76 0.40 -0.30 0.367
C 3.9121 3.9092 -1.2563 -0.49 0.59 -0.83 -0.422
H -6.4136 3.4402 0.6724 -0.08 0.13 0.09 0.479
C 0.3432 0.7440 0.4055 0.03 -1.72 0.11 0.115
O 2.6348 -1.3441 3.2416 0.69 0.27 -0.07 -0.338
C 4.5672 -0.3693 1.9756 0.78 -0.11 0.13 0.418
H 2.0358 1.2934 5.3077 0.16 0.04 -0.04 0.355
O 3.6849 -0.4411 -1.5161 1.39 -0.92 -1.23 -0.435
H -2.3132 -4.9180 -3.4967 0.13 0.21 -0.84 0.324
H 1.5616 5.2711 -0.4732 0.39 0.12 -0.35 0.288
C -0.9671 0.7098 4.2371 0.76 -1.02 0.29 -0.516
H -1.0902 3.2648 2.7419 -0.77 -0.56 -0.72 -0.469
H 0.0541 -0.8683 3.7388 0.18 -0.19 0.05 0.329
H 4.4357 3.1930 -1.8895 0.03 0.57 -0.71 0.269
O 3.9110 0.8291 2.1923 -0.15 0.86 -0.15 -0.657
H 2.0245 4.2160 -2.5050 0.75 0.03 -0.25 0.361
```
Positions in Å, forces in eV/Å.

Properties
SMILES: NC(N)=O.NC(N)=O.OCCO.OCCO.OCCO.OCCO.OCCO.OCCO.OCCO.OCCO.OCCO.OCCO
spin multiplicity: 1
frontier orbital gap: 8.8 eV
total charge: 0
E: -2753.140971 a.u.
HOMO level: -8.8 eV
energy above the lowest of the compared OMol25 structures with the same formula, charge and spin: 46.2 kcal/mol

This record from the OMol25 dataset describes a 2-piece molecular cluster, C2H5BrO2P overall. The level of theory is ωB97M-V/def2-TZVPD.

```
11
Properties=species:S:1:pos:R:3:forces:R:3:nbo_charge:R:1
C -1.5008 0.4812 -0.5673 -1.43 -1.74 2.83 -0.339
H -1.6895 1.0240 -1.3928 0.24 1.81 -3.08 0.167
P 2.4097 -0.9291 -0.3241 1.99 -0.79 -0.34 1.305
H -3.5181 0.6497 0.0767 -3.22 1.78 -1.12 0.160
O 2.9480 -0.5252 1.2167 -0.65 -0.23 0.41 -1.045
H -0.5877 -0.0584 -0.3665 0.22 0.27 -0.08 0.252
Br 2.0148 1.3099 -0.9635 -0.27 1.10 -0.32 -0.557
H 3.9029 -0.4545 1.2291 0.20 0.08 -0.24 0.473
C -2.5768 0.3395 0.2144 3.72 -1.02 -0.20 -0.421
H -2.5089 -0.2339 1.0764 0.37 -1.17 1.66 0.167
O 1.1063 -1.6032 -0.1991 -1.16 -0.11 0.47 -1.162
```
Positions in Å, forces in eV/Å.

Properties
spin multiplicity: 1
frontier orbital gap: 7.5 eV
total charge: -1
E: -3145.148575 a.u.
HOMO level: -3.6 eV
energy above the lowest of the compared OMol25 structures with the same formula, charge and spin: 52.9 kcal/mol

This record from the OMol25 dataset describes a 2-piece molecular cluster, C13H17N7O3 overall. The level of theory is ωB97M-V/def2-TZVPD.

```
40
Properties=species:S:1:pos:R:3:forces:R:3:nbo_charge:R:1
H 0.5757 -3.7360 4.0155 -0.22 0.12 -0.03 0.200
H -0.9964 -3.0581 3.5143 -0.09 -0.30 0.07 0.203
C 1.4165 -0.4304 6.1214 -0.17 0.60 0.13 -0.206
O 2.7006 1.0078 1.4693 -1.16 -0.86 0.59 -0.175
H 0.2771 -2.2430 2.2042 -0.38 0.25 -0.10 0.215
H 0.5877 -2.6386 7.1090 0.05 0.14 -0.08 0.204
C -1.6002 0.4622 1.9556 0.94 1.43 -0.15 0.713
H -1.8954 -3.3900 5.5793 -0.02 0.06 0.24 0.213
H -0.4865 -4.3685 5.9819 -0.11 0.15 0.11 0.221
C 0.5141 1.1747 1.7280 2.46 -0.19 -0.06 0.336
H 3.4346 0.4124 4.2404 -0.06 -0.31 -0.18 0.226
H 0.2260 2.0786 6.4449 0.24 0.14 -0.46 0.199
H -3.5375 -1.2042 2.3543 -0.29 0.33 -0.26 0.204
N 1.5082 3.0011 4.9352 -0.36 -0.21 0.65 -0.448
C 0.8748 -0.2021 1.9265 2.97 1.30 -0.25 -0.110
C 2.6640 1.1143 4.4900 -0.58 1.30 0.57 -0.140
H -3.4051 -0.9248 0.6070 -0.16 0.16 0.21 0.188
N -0.7629 1.5144 1.8506 -1.86 -0.38 -0.41 -0.516
H 1.4294 -0.2476 7.2061 -0.10 0.00 -0.27 0.218
N 1.6251 1.9498 1.4456 -1.71 -2.53 0.35 -0.126
O 3.0288 -1.1741 2.1555 -0.48 0.58 -0.51 -0.417
C 1.0130 2.0264 5.6905 1.11 -0.26 -1.24 0.151
H 3.1449 3.0556 3.5057 -0.43 -0.23 0.38 0.225
C 0.0875 -1.0794 5.6918 0.27 -0.14 -0.19 -0.058
H -4.7355 -0.1282 1.5276 0.09 0.07 -0.03 0.197
C -0.2294 -3.0419 4.2902 0.29 0.02 0.00 -0.233
O -2.9000 0.7228 1.7930 0.06 -0.46 0.01 -0.464
N -1.3160 -0.8341 2.1675 1.15 -1.25 -0.08 -0.588
C -3.7034 -0.4666 1.5588 0.10 0.10 0.22 -0.259
N 2.2312 -0.2871 1.8626 -0.85 1.26 -0.03 0.429
H -0.7240 -0.3279 5.6459 0.39 -0.23 0.02 0.209
C 2.5374 2.4696 4.1989 -0.15 -1.17 0.59 -0.070
H -1.0103 -2.0089 7.3749 -0.07 0.13 -0.10 0.227
H 1.3038 -1.6590 4.1293 -0.55 -0.10 0.35 0.380
N 1.6700 0.8404 5.4258 0.16 0.15 0.38 -0.364
N 0.2993 -1.6648 4.3517 1.02 -0.32 0.26 -0.593
C -0.0387 -1.2022 2.2466 -1.30 0.67 -0.81 0.231
C -0.3025 -2.2670 6.5878 0.34 -0.18 0.44 -0.415
C -0.8088 -3.3737 5.6668 -0.25 -0.06 -0.38 -0.418
H 2.2482 -1.1216 5.9080 -0.28 0.23 0.04 0.212
```
Positions in Å, forces in eV/Å.

Properties
SMILES: COc1ncc2c(no[n+]2[O-])n1.c1cn(C[C@@H]2CCCN2)cn1
spin multiplicity: 1
frontier orbital gap: 7.4 eV
total charge: 0
E: -1114.380430 a.u.
HOMO level: -8.4 eV
energy above the lowest of the compared OMol25 structures with the same formula, charge and spin: 52.8 kcal/mol

This record from the OMol25 dataset describes an isolated ion of composition C4H9NO4P and charge -1. The level of theory is ωB97M-V/def2-TZVPD.

```
19
Properties=species:S:1:pos:R:3:forces:R:3:nbo_charge:R:1
C -2.2330 -0.4815 0.3388 -1.89 1.06 -0.19 0.036
H 1.5936 2.3193 -0.3748 0.05 0.10 -0.13 0.481
O 3.2173 0.9543 1.0110 0.28 0.20 -0.08 -1.192
O 2.1689 -1.3797 0.9009 -0.31 -0.27 -0.10 -1.061
P 2.5788 -0.0018 0.0560 -0.04 0.03 1.47 2.326
H -3.7323 0.9238 -0.0662 0.03 0.23 0.11 0.177
H 0.5713 0.9173 0.8830 -0.64 -0.96 0.88 0.187
H -1.9797 -1.3329 0.9246 0.85 -0.32 0.65 0.190
H 2.8242 -1.8680 1.4032 0.33 0.45 -0.17 0.492
H -3.9039 0.0802 1.5834 0.26 -0.41 -0.80 0.192
H 0.2365 -0.6067 -1.8765 0.18 0.13 2.07 0.209
H 0.3143 -1.4139 -0.1765 -0.93 0.67 -0.86 0.241
H -1.6710 0.3860 -1.5785 -0.58 -0.93 2.33 0.393
O 3.1684 -0.3332 -1.2488 0.35 -0.39 -0.83 -1.160
N -1.4904 -0.2632 -0.7559 2.65 0.24 -2.62 -0.628
C -0.0060 -0.4924 -0.7443 -0.30 -0.35 -1.16 -0.249
C -3.3774 0.1630 0.6173 -0.38 0.28 0.77 -0.577
O 0.8686 1.8381 -0.7930 -0.17 0.26 -0.92 -0.747
C 0.8518 0.5911 -0.1036 0.26 -0.01 -0.41 -0.311
```
Positions in Å, forces in eV/Å.

Properties
SMILES: C=CNC[C@H](O)[P@@](=O)([O-])O
spin multiplicity: 1
frontier orbital gap: 8.4 eV
total charge: -1
E: -855.003610 a.u.
HOMO level: -4.7 eV
energy above the lowest of the compared OMol25 structures with the same formula, charge and spin: 18.3 kcal/mol

This record from the OMol25 dataset describes C34H29N5ORuS as an isolated structure. The level of theory is ωB97M-V/def2-TZVPD.

```
71
Properties=species:S:1:pos:R:3:forces:R:3:mulliken_spin:R:1
C -3.3876 0.9706 -4.1905 0.09 0.00 0.10 0.001
H -1.5478 -4.7210 -1.6722 -0.02 0.00 0.01 0.000
C 0.0877 -3.3646 -1.8892 -0.20 -0.24 -0.01 -0.003
C 5.8122 0.3749 -1.8002 0.10 0.01 -0.06 0.000
C 2.1108 3.5924 3.1880 0.18 0.30 0.82 0.007
O -0.1383 3.5292 0.1558 0.26 -0.29 0.86 0.000
H -2.0513 -1.5287 -3.9580 -0.02 0.01 -0.05 0.000
C -3.0816 -1.4681 -3.6056 0.12 0.00 0.07 0.000
H -3.4377 -4.3324 -0.0836 0.04 -0.01 -0.01 0.000
C -2.8857 -1.4404 1.6311 0.24 0.31 0.00 -0.003
H -2.4430 0.9372 -4.7334 -0.02 0.00 -0.02 0.000
H -4.4639 -2.8843 1.6276 -0.01 0.01 -0.01 0.000
C 4.9107 -0.0883 -0.8207 -0.24 0.03 0.06 -0.003
H -3.5199 1.9771 -3.7942 -0.04 0.00 -0.03 0.000
H 1.2203 -1.7857 1.6913 -0.01 0.01 0.04 0.001
Ru 0.4314 0.5892 -0.1186 -0.26 0.87 -1.18 0.886
H 6.3322 -1.2496 0.3122 0.00 0.01 0.02 0.000
C -2.3612 0.3258 -2.1078 0.14 0.23 0.19 0.010
H 1.5490 -1.7694 -1.8676 -0.04 0.09 -0.04 0.001
N 0.9103 2.0864 1.7837 0.87 0.87 3.03 0.021
H -3.2325 -2.2309 -2.8419 0.01 -0.01 0.02 0.000
C -2.0801 1.7649 4.6389 0.18 0.29 0.19 -0.006
H -4.7623 -0.8042 -1.5225 0.00 -0.01 -0.01 0.000
C -1.6504 -1.0211 1.1429 -0.38 -0.33 0.20 -0.025
C 3.5445 0.2887 -0.8836 0.44 0.09 -0.35 0.008
H 0.5885 -3.9268 -2.6646 0.02 0.02 0.00 0.000
C 5.3017 -0.9219 0.2469 -0.08 -0.02 0.07 0.000
C -3.3988 -0.0706 -3.0552 -0.34 0.00 -0.35 0.000
H 4.6720 -1.9394 2.0106 -0.04 0.00 0.01 0.001
H 1.0575 4.2982 4.9254 0.01 0.02 0.00 0.000
H -2.8803 1.6834 5.3622 -0.01 -0.03 -0.01 0.000
C 2.0149 2.8267 2.0576 -0.84 -0.79 -0.71 0.007
C 4.3857 -1.3052 1.1834 0.18 -0.03 -0.07 0.001
H 3.0050 4.1727 3.3662 -0.02 0.02 -0.02 0.001
H 2.7730 2.7936 1.2847 -0.02 0.25 -0.09 0.002
C 4.0111 1.5328 -2.8983 -0.05 -0.09 0.15 0.004
H -2.7678 0.0701 3.5827 0.00 0.05 0.02 0.003
C -2.9479 -3.4245 0.2432 -0.23 0.06 0.18 -0.002
S 1.4039 1.4208 -2.1701 -0.54 -0.27 0.39 -0.035
C -1.0854 -1.8490 0.0988 -0.14 -0.27 0.12 0.021
N -1.5570 0.6967 -1.3826 1.02 -0.15 0.75 -0.002
C 2.0477 -1.2340 2.1352 0.09 -0.03 0.03 0.005
C -1.0663 0.9207 2.5682 -0.50 -0.44 0.11 0.048
C 0.2546 2.4483 0.3757 -0.17 -0.14 -3.09 0.041
C 3.0938 1.0762 -1.9725 0.01 -0.04 -0.08 0.001
C 1.0414 3.6370 4.0688 0.28 -0.15 -0.53 0.004
H 2.4964 -1.8466 2.9144 0.05 0.02 -0.02 0.000
H -1.1484 3.4179 5.6353 0.04 -0.04 0.02 0.001
C -0.0626 2.7910 3.8789 -0.19 -0.22 0.04 0.001
C -4.7511 -0.0684 -2.3278 0.06 0.05 0.10 0.001
N 0.0719 -1.4364 -0.4915 0.12 -0.82 -0.41 -0.012
H 1.6349 -0.3330 2.5911 -0.03 -0.07 0.01 -0.004
H -3.7463 -1.6749 -4.4440 -0.03 0.00 0.02 0.000
H -5.5382 -0.3157 -3.0396 0.02 -0.02 -0.01 0.000
H 3.6636 2.1523 -3.7147 0.00 0.00 0.00 0.001
N -0.9028 0.0789 1.4965 0.50 0.13 -0.61 0.006
H -4.2019 0.7542 -4.8812 0.01 -0.02 0.00 0.000
C 3.0517 -0.8641 1.0853 -0.20 0.07 0.02 0.006
C 0.6319 -2.1578 -1.4423 0.07 0.10 0.19 0.014
N 2.6561 -0.1046 0.0754 -1.42 0.53 0.60 0.006
C -1.1215 2.7285 4.8022 -0.20 -0.05 0.20 0.016
C -0.0784 1.9335 2.7532 0.49 0.28 -0.23 -0.043
C -3.5098 -2.6171 1.1916 0.01 -0.28 -0.23 0.001
H 6.0624 1.5686 -3.5432 -0.01 -0.02 -0.02 0.000
H -3.4338 -0.8526 2.3427 0.01 0.01 -0.05 0.000
H -4.9628 0.9128 -1.9027 -0.03 0.00 -0.03 0.000
C -1.7164 -3.0420 -0.3265 0.09 0.13 0.08 -0.008
C -1.0875 -3.7992 -1.3381 0.23 0.11 -0.08 0.006
H 6.8504 0.0750 -1.7376 0.00 0.03 0.01 0.000
C 5.3674 1.1901 -2.8053 0.08 -0.06 0.06 0.000
C -2.0383 0.8557 3.5799 0.31 -0.08 -0.39 0.019
```
Positions in Å, forces in eV/Å.

Properties
spin multiplicity: 2
frontier orbital gap (alpha / beta): 5.7 / 5.5 eV
total charge: +1
E: -2154.961202 a.u.
HOMO level (alpha / beta): -9.6 / -9.5 eV
energy above the lowest of the compared OMol25 structures with the same formula, charge and spin: 78.8 kcal/mol